# 1
{
  "formula": "C19H32BN6OTc",
  "method": "ωB97M-V/def2-TZVPD",
  "spin_multiplicity": 2,
  "charge": 3,
  "e_homo_ev": [-18.1, -18.7],
  "s2": 0.992,
  "species": ["Tc", "O", "N", "N", "N", "N", "N", "N", "C", "C", "C", "C", "C", "C", "C", "C", "C", "C", "C", "C", "C", "C", "C", "C", "C", "C", "C", "B", "H", "H", "H", "H", "H", "H", "H", "H", "H", "H", "H", "H", "H", "H", "H", "H", "H", "H", "H", "H", "H", "H", "H", "H", "H", "H", "H", "H", "H", "H", "H", "H"],
  "xyz": [[0.097892, -0.173987, 0.319965], [-0.349220, 0.741501, 2.228078], [1.463921, 0.034110, -2.284565], [1.656217, -0.091748, -0.938300], [-0.792069, 1.396619, -0.780545], [-0.699672, -1.203850, -2.314305], [-0.716713, -1.434831, -0.974133], [-0.668659, 1.257323, -2.201962], [2.646801, 0.067704, -2.897538], [3.649317, -0.029576, -1.947947], [-1.236204, 2.242058, -2.817550], [-0.743735, 3.757015, 1.492928], [-0.078101, 0.227455, 3.577037], [-1.537874, -3.215760, 0.591925], [3.619217, -0.359797, 0.621898], [-1.930448, 3.182646, 0.691855], [-0.878124, -2.331307, 1.638321], [-1.764864, -3.123700, -1.994989], [-3.023101, -3.434212, 0.913907], [-1.473132, 2.525477, -0.577626], [2.553556, -0.306777, 1.700903], [3.010405, -0.154251, -0.728100], [-2.982327, 2.336995, 1.434119], [-1.320813, -2.205977, -2.936990], [4.402685, -1.678367, 0.667284], [-1.359293, -2.634737, -0.770656], [-1.779752, 3.116819, -1.842805], [0.051640, 0.013409, -2.840931], [-3.247248, 2.828135, 2.370483], [-3.893158, 2.270687, 0.840381], [2.033938, 0.661280, 1.713745], [-0.919431, -2.754810, 2.642555], [-1.097719, 4.136923, 2.451507], [-1.406359, -1.364777, 1.711181], [4.867344, -1.803210, 1.644192], [2.951567, -0.456099, 2.704967], [-2.676830, 1.312866, 1.645399], [0.364721, -0.758035, 3.470073], [3.747194, -2.531441, 0.481370], [-3.570234, -2.490175, 0.905572], [-3.484113, -4.102066, 0.188464], [-2.330352, 4.030199, -2.007222], [-3.128927, -3.890284, 1.896629], [-2.297528, -4.039548, -2.185533], [0.076198, 3.057042, 1.658579], [0.015725, 0.104516, -4.022225], [-2.480906, 4.063640, 0.354938], [5.193272, -1.689087, -0.080581], [-1.255042, 2.304427, -3.896255], [4.711396, -0.029479, -2.123920], [-0.305522, 4.600292, 0.960535], [0.613345, 0.903607, 4.074669], [-1.019896, 0.163813, 4.116866], [2.705181, 0.144649, -3.972140], [4.314778, 0.467783, 0.792398], [-0.773275, 1.604268, 2.317373], [0.210143, -2.233660, 1.438192], [-1.399682, -2.217796, -4.013252], [1.866224, -1.172112, 1.573617], [-1.034856, -4.188404, 0.594666]],
  "atomic_forces_ev_per_a": [[-0.15, 0.09, -0.97], [0.00, -0.11, -0.59], [0.11, -0.13, -0.08], [-0.33, -0.07, 0.16], [0.86, -1.88, -0.59], [0.09, -0.10, 0.17], [0.57, 0.92, 0.21], [0.97, -1.45, 0.95], [-0.27, -0.02, 0.06], [0.08, -0.10, 0.31], [-0.80, 1.30, 0.62], [-0.29, -0.03, 0.10], [0.06, -0.11, 0.06], [0.04, 0.07, 0.02], [-0.01, 0.09, -0.03], [0.05, -0.03, 0.04], [0.02, -0.02, -0.14], [0.01, -0.19, 0.48], [-0.06, -0.05, -0.02], [-1.08, 2.09, -1.53], [-0.17, -0.07, -0.29], [0.33, 0.04, 0.09], [0.13, 0.20, 0.10], [0.15, 0.22, 0.00], [0.02, 0.02, 0.01], [-0.47, -0.70, 0.04], [0.57, -1.02, 0.88], [-0.44, 1.05, 0.07], [-0.01, -0.05, 0.04], [0.02, -0.01, -0.03], [-0.02, 0.09, 0.01], [-0.03, -0.02, -0.01], [0.05, -0.02, 0.05], [-0.07, 0.01, 0.03], [0.01, 0.00, 0.00], [-0.01, 0.04, 0.04], [0.06, -0.12, 0.06], [-0.01, 0.05, 0.03], [-0.01, -0.02, -0.01], [0.00, 0.02, 0.00], [0.00, 0.01, 0.01], [0.02, -0.06, 0.02], [0.01, -0.01, 0.01], [-0.02, -0.03, 0.00], [0.11, -0.04, 0.03], [0.04, -0.11, -0.02], [0.05, -0.07, -0.03], [0.00, -0.01, 0.01], [0.01, -0.03, 0.03], [0.03, 0.01, 0.00], [0.01, -0.03, -0.03], [-0.01, 0.00, -0.01], [0.00, 0.00, -0.01], [0.00, 0.02, -0.02], [0.00, -0.03, 0.00], [-0.13, 0.26, -0.16], [0.03, 0.08, -0.06], [-0.02, 0.01, -0.04], [-0.08, 0.01, -0.05], [-0.02, 0.00, -0.01]]
}

***

# 2
{
  "formula": "C21H22Cl2N9O3PdSi",
  "method": "ωB97M-V/def2-TZVPD",
  "charge": -1,
  "e_homo_ev": -4.7,
  "species": ["Pd", "Cl", "Cl", "Si", "O", "O", "O", "N", "N", "N", "N", "N", "N", "N", "N", "N", "C", "C", "C", "C", "C", "C", "C", "C", "C", "C", "C", "C", "C", "C", "C", "C", "C", "C", "C", "C", "C", "H", "H", "H", "H", "H", "H", "H", "H", "H", "H", "H", "H", "H", "H", "H", "H", "H", "H", "H", "H", "H", "H"],
  "xyz": [[-0.259754, 0.075661, -0.319102], [-1.739689, -3.893835, 3.219197], [-3.913070, -5.906416, -1.384837], [-2.566067, 0.218042, -0.229121], [-0.362625, -1.793682, -1.410085], [-0.361537, -2.197709, 0.784610], [0.131477, 1.869665, 0.589394], [-0.694646, 2.850556, 0.529988], [3.938835, -1.025771, -0.078228], [-1.892405, -5.859384, 0.762910], [2.108285, -0.148457, -0.457021], [1.835080, 3.919623, -1.600112], [-1.939856, 5.901509, -0.332717], [4.282037, 0.210211, -0.329675], [2.677444, -1.290666, -0.144478], [4.878137, -2.016961, 0.178529], [0.331586, -4.879762, 0.454568], [-0.363329, 3.850692, -0.232065], [-0.284834, -2.568756, -0.392142], [1.653308, -4.768034, 0.886805], [-0.515253, -5.730843, 1.154065], [3.091321, 0.752682, -0.569285], [-3.416435, 1.755007, -0.880067], [-4.969893, -3.920877, 0.082269], [-3.978617, -3.043430, 2.063858], [-3.428233, -1.231938, -1.031345], [0.861965, 3.888354, -0.992994], [-3.920753, -4.812463, -0.016463], [2.126969, -5.511864, 1.952736], [-2.931067, 0.146603, 1.609426], [-0.137529, -4.058240, -0.714289], [-5.002322, -3.024571, 1.134634], [-0.037908, -6.506623, 2.204558], [-1.253800, 4.981647, -0.283721], [-2.861237, -4.875665, 0.910345], [-2.934404, -3.947649, 1.963263], [1.280627, -6.401786, 2.608963], [2.937071, 1.784221, -0.833924], [-2.018266, -6.391964, -0.078728], [-5.806643, -2.304253, 1.218195], [-1.112783, -4.387498, -1.076172], [2.297445, -4.062052, 0.371330], [5.699614, -1.549011, 0.532957], [-4.489176, -1.231665, -0.753324], [-2.373506, -0.682097, 2.055929], [-3.975115, -2.351030, 2.895778], [1.640230, -6.991706, 3.444070], [4.484509, -2.635462, 0.875231], [-4.502082, 1.609682, -0.812098], [-0.724404, -7.171240, 2.712593], [0.562930, -4.145908, -1.546655], [-3.162040, 1.963972, -1.925617], [-2.591131, 1.075530, 2.079772], [-4.002573, 0.016524, 1.815721], [-5.742777, -3.926070, -0.674492], [-3.145029, 2.632444, -0.285655], [-2.983800, -2.178588, -0.704168], [-3.350234, -1.184722, -2.123219], [3.155117, -5.404098, 2.283098]],
  "atomic_forces_ev_per_a": [[-0.46, 0.15, -0.98], [-0.06, -0.08, 0.04], [0.02, 0.01, 0.05], [0.55, -0.12, 0.42], [0.04, 0.12, 0.76], [0.07, -0.56, 0.02], [0.48, 0.35, 0.05], [-0.65, -0.30, 0.07], [0.27, -0.23, 0.12], [-0.04, 0.00, 0.45], [-0.14, 0.05, 0.13], [0.38, -0.02, -0.19], [-0.17, 0.18, -0.03], [0.04, 0.19, -0.05], [-0.18, -0.06, -0.04], [-0.02, -0.07, -0.28], [0.02, 0.18, -0.01], [0.27, 0.66, -0.18], [-0.21, 0.10, -0.15], [0.04, 0.00, -0.04], [-0.09, 0.03, -0.16], [-0.11, 0.01, -0.06], [0.09, 0.31, -0.21], [-0.05, -0.13, 0.09], [-0.09, 0.00, 0.07], [0.11, -0.25, -0.32], [-0.61, -0.08, 0.34], [0.04, 0.03, 0.03], [-0.01, -0.01, 0.03], [0.01, 0.06, 0.26], [0.10, 0.09, -0.02], [-0.05, -0.10, 0.11], [0.05, -0.04, -0.01], [0.43, -0.43, 0.04], [-0.01, 0.02, -0.11], [0.03, -0.03, -0.08], [-0.03, 0.04, -0.02], [-0.04, 0.04, 0.04], [-0.04, -0.10, -0.15], [0.05, -0.04, 0.01], [0.04, -0.05, -0.06], [-0.02, -0.06, 0.03], [0.07, 0.06, 0.12], [0.15, 0.06, -0.09], [-0.06, 0.05, -0.01], [0.02, -0.03, -0.07], [0.00, 0.02, -0.05], [-0.04, 0.00, 0.13], [0.09, 0.02, -0.02], [-0.03, 0.03, 0.01], [-0.03, -0.03, -0.01], [-0.07, -0.02, 0.10], [-0.05, -0.08, -0.01], [0.11, 0.04, -0.02], [0.04, 0.00, -0.01], [-0.08, -0.10, -0.08], [-0.11, 0.15, -0.07], [0.00, -0.03, 0.10], [-0.05, 0.00, -0.04]]
}

***

# 3
{
  "formula": "C25H45CoF3O3P2S",
  "method": "ωB97M-V/def2-TZVPD",
  "spin_multiplicity": 5,
  "charge": 1,
  "e_homo_ev": [-11.0, -11.5],
  "s2": 6.020,
  "species": ["Co", "S", "P", "P", "F", "F", "F", "O", "O", "O", "C", "C", "C", "C", "C", "C", "C", "C", "C", "C", "C", "C", "C", "C", "C", "C", "C", "C", "C", "C", "C", "C", "C", "C", "C", "H", "H", "H", "H", "H", "H", "H", "H", "H", "H", "H", "H", "H", "H", "H", "H", "H", "H", "H", "H", "H", "H", "H", "H", "H", "H", "H", "H", "H", "H", "H", "H", "H", "H", "H", "H", "H", "H", "H", "H", "H", "H", "H", "H", "H"],
  "xyz": [[-0.391370, -0.506707, 0.066495], [-3.868513, -0.697256, 1.083956], [-0.452103, 0.958520, 2.005186], [-1.839640, 0.255181, -1.759720], [-6.081404, 0.668350, 1.992545], [-4.527562, 2.081626, 1.416160], [-5.745518, 1.084569, -0.113555], [-4.655650, -1.713531, 0.412754], [-4.052509, -0.783616, 2.493620], [-2.273515, -0.763209, 0.944233], [1.077130, -2.010428, 1.054602], [4.769466, 1.174407, -1.276598], [2.349690, 1.332119, -1.944053], [3.760154, 1.381136, -2.431447], [4.128002, 1.013321, 0.075140], [-2.902856, 1.739480, -1.544667], [1.410803, -1.942559, -0.376136], [1.780055, 2.345637, -1.239896], [2.018292, -2.250263, 2.202913], [-5.193956, 0.954875, 1.081539], [-0.294428, -2.459707, 1.141834], [2.496705, 3.620393, -0.931339], [0.220345, -2.317817, -1.138492], [0.571245, 0.517157, 3.489314], [-2.015787, -3.485142, -0.509162], [-1.912405, 0.844466, 3.136118], [-0.977533, -2.880409, 2.413022], [0.247240, -2.677080, -2.615245], [-0.790941, -2.721934, -0.201446], [-1.287719, 0.569138, -3.487552], [3.567395, 3.444792, 0.169260], [-0.662409, 2.797786, 1.968435], [-3.156015, -0.942556, -2.250488], [3.608433, 2.063498, 0.740281], [2.731962, -2.221320, -0.952202], [-1.723224, 1.404463, 4.071136], [1.863367, 0.377855, -2.182722], [4.326325, 0.076686, 0.630586], [2.919664, -1.788861, -1.960911], [-2.172498, 0.699364, -4.145641], [0.296278, 3.339441, 1.953314], [3.957637, 2.342733, -2.931802], [1.574849, 0.128574, 3.292005], [-1.183411, 3.164844, 2.877193], [-0.690515, 1.487693, -3.580032], [-2.233679, -3.601163, -1.590547], [1.558733, -2.106495, 3.205868], [-0.651088, -3.893310, 2.749441], [-2.317103, 2.673375, -1.537315], [-2.081708, -2.941761, 2.321904], [-1.269485, 3.134971, 1.106926], [-2.946480, -3.074744, -0.053476], [2.961533, 4.031559, -1.839410], [-3.845530, -0.452762, -2.961567], [-3.779148, -1.314345, -1.418987], [-1.949948, -4.527107, -0.123836], [-3.617456, 1.815790, -2.389700], [-3.499398, 1.710948, -0.620750], [4.550369, 3.693503, -0.263269], [5.477028, 0.355258, -1.494943], [3.907377, 0.615487, -3.221815], [-0.699796, -0.265681, -3.904880], [0.907975, -2.032437, -3.239574], [2.982683, -1.693144, 2.245293], [0.676656, 1.413005, 4.133451], [2.328246, -3.323658, 2.203140], [-2.142878, -0.184203, 3.421717], [0.785443, 2.318034, -0.784302], [5.429515, 2.058863, -1.250315], [-2.740603, -1.818074, -2.775960], [0.077519, -0.260000, 4.111387], [3.601054, -1.982078, -0.314720], [-0.798986, -2.213388, 3.287528], [2.825393, -3.323668, -1.120215], [1.756053, 4.382925, -0.618126], [-0.745056, -2.648811, -3.115012], [3.450563, 4.188881, 0.977563], [-2.812886, 1.287093, 2.696442], [3.409796, 1.991458, 1.822653], [0.621740, -3.720030, -2.783130]],
  "atomic_forces_ev_per_a": [[-0.94, 1.34, -0.13], [0.05, -0.77, 2.55], [-0.92, 0.82, 2.69], [-0.93, 0.27, -1.78], [0.22, 0.13, -0.47], [-0.54, -0.53, -0.21], [-0.13, 0.15, 0.25], [0.98, 0.55, -1.39], [0.01, -0.23, 1.63], [-4.20, 0.79, -1.47], [-1.33, -1.41, -0.43], [0.69, 0.00, -0.03], [-1.14, 0.90, 0.28], [0.11, -0.05, -0.94], [0.81, 0.42, 1.32], [-0.21, 0.55, 0.22], [-1.47, -1.71, 0.26], [0.15, -1.03, -1.06], [0.91, 0.00, 0.98], [1.92, -0.62, -0.75], [1.61, -0.26, 0.41], [-0.41, 0.81, -0.23], [0.46, -0.36, 0.48], [1.31, 0.21, 0.42], [-1.33, -0.64, -0.32], [-0.91, -0.30, 0.06], [-0.63, -0.24, 0.75], [0.03, -0.10, -0.75], [1.06, -0.29, -0.42], [0.33, 0.31, -0.58], [0.46, 0.53, 0.30], [0.84, 1.04, -0.03], [-0.47, -0.58, 0.16], [1.17, -0.63, 0.68], [1.76, -0.08, -0.73], [0.34, -0.12, -0.59], [-0.42, 0.46, 0.42], [-0.40, 0.51, -0.39], [-0.27, -0.06, 0.71], [0.39, -0.10, 0.51], [-0.20, -0.17, -0.32], [-0.05, -0.24, 0.22], [-0.07, 0.35, -0.18], [0.29, -0.53, -0.49], [-0.02, -0.29, 0.17], [0.41, 0.23, 0.61], [0.03, -0.01, -0.85], [0.03, 0.59, -0.42], [-0.04, -0.39, 0.06], [0.68, 0.14, -0.20], [0.35, -0.39, 0.24], [0.77, -0.13, -0.18], [-0.07, -0.17, 0.21], [0.44, 0.02, 0.28], [0.46, 0.18, -0.44], [0.24, 0.59, -0.02], [0.45, -0.21, 0.39], [0.44, -0.03, -0.39], [-0.21, -0.22, 0.06], [-0.57, 0.09, 0.12], [-0.07, 0.36, 0.49], [-0.18, 0.29, 0.32], [-0.37, -0.26, 0.69], [-0.81, -0.07, -0.47], [-0.07, -0.41, -0.36], [-0.32, 0.59, -0.24], [0.02, 0.26, -0.22], [0.04, -0.57, -0.40], [-0.28, -0.19, 0.13], [0.00, 0.41, 0.25], [0.00, 0.53, -0.65], [-0.57, 0.20, -0.16], [0.08, -0.28, -0.80], [-0.33, 0.58, 0.16], [0.36, -0.41, -0.12], [0.51, 0.05, 0.58], [-0.21, -0.37, -0.35], [0.35, -0.22, 0.10], [-0.25, -0.30, -0.62], [-0.23, 0.74, 0.41]]
}